Entry from the OMol25 dataset: a cluster of 2 separate species, CH5ISi in total (wB97M-V/def2-TZVPD).

Summary:
M: 172.0 g mol⁻¹
relative energy (zero: lowest compared OMol25 entry of this formula, charge and spin): 86.7 kcal/mol
Kohn-Sham gap (spin up / spin down): 10.2 / 3.5 eV
HOMO energy (spin up / spin down): -10.31 / -6.78 eV
total energy: -628.1475 Eh

Geometry as ORCA input:
```
! wB97M-V def2-TZVPD RIJCOSX def2/J DEFGRID3
* xyz 0 1
C 2.13 -1.48 -0.67
Si 0.69 -0.39 0.11
I -5.72 0.18 0.06
H 2.07 -1.33 -1.70
H 3.28 -1.31 -0.41
H 1.92 -2.58 -0.46
H 0.14 0.81 -0.42
H -0.08 -0.52 1.45
*
```

***

Entry from the OMol25 dataset: a cluster of 2 separate species, CH5N in total (wB97M-V/def2-TZVPD).

Summary:
M: 31.1 g mol⁻¹
relative energy (zero: lowest compared OMol25 entry of this formula, charge and spin): 56.8 kcal/mol
Kohn-Sham gap: 10.5 eV
HOMO energy: -9.57 eV
total energy: -95.7482 Eh

Geometry as ORCA input:
```
! wB97M-V def2-TZVPD RIJCOSX def2/J DEFGRID3
* xyz 0 1
C 0.10 0.69 -0.09
H 0.79 1.08 -0.94
H -0.72 1.29 -0.20
H 0.28 1.11 0.97
H 1.01 -1.28 0.42
H -0.69 -1.01 0.65
N -0.18 -0.76 -0.05
*
```

***

Entry from the OMol25 dataset: a cluster of 2 separate species, CH5N2O in total (wB97M-V/def2-TZVPD).

Summary:
M: 61.1 g mol⁻¹
relative energy (zero: lowest compared OMol25 entry of this formula, charge and spin): 54.2 kcal/mol
Kohn-Sham gap: 10.8 eV
HOMO energy: -16.39 eV
total energy: -225.5208 Eh

Geometry as ORCA input:
```
! wB97M-V def2-TZVPD RIJCOSX def2/J DEFGRID3
* xyz 1 1
C 0.59 0.98 -0.01
N -1.35 1.52 -1.36
N -0.50 1.28 -0.72
O -0.30 -1.75 0.66
H 1.55 1.09 -0.73
H 0.43 -0.07 0.42
H 0.66 1.59 0.85
H -0.27 -2.64 1.05
H -0.80 -2.00 -0.15
*
```

***

Entry from the OMol25 dataset: the ion CH5N2O with charge +1 (wB97M-V/def2-TZVPD).

Summary:
M: 61.1 g mol⁻¹
relative energy (zero: lowest compared OMol25 entry of this formula, charge and spin): 19.3 kcal/mol
Kohn-Sham gap (spin up / spin down): 8.7 / 8.5 eV
HOMO energy (spin up / spin down): -13.02 / -16.11 eV
total energy: -225.3388 Eh

Geometry as ORCA input:
```
! wB97M-V def2-TZVPD RIJCOSX def2/J DEFGRID3
* xyz 1 3
C -0.40 0.04 0.49
N -1.30 -0.87 -0.08
N 1.01 0.26 -0.10
O -1.35 0.79 -0.19
H -0.56 0.20 1.64
H -1.16 -1.31 -0.97
H 1.41 -0.63 -0.15
H 1.50 0.98 0.48
H 0.86 0.55 -1.11
*
```

***

Entry from the OMol25 dataset: the ion CH5N2O2 with charge +1 (wB97M-V/def2-TZVPD).

Summary:
M: 77.1 g mol⁻¹
relative energy (zero: lowest compared OMol25 entry of this formula, charge and spin): 86.1 kcal/mol
structure (SMILES): CN(O)[NH+]=O
Kohn-Sham gap: 10.2 eV
HOMO energy: -16.44 eV
total energy: -300.6301 Eh

Geometry as ORCA input:
```
! wB97M-V def2-TZVPD RIJCOSX def2/J DEFGRID3
* xyz 1 1
C -0.20 -0.98 0.68
N -0.13 0.19 -0.02
O -0.94 1.29 0.40
N 0.72 0.46 -0.93
O 0.96 1.52 -1.40
H -1.27 -1.06 1.24
H 0.53 -1.03 1.42
H -0.09 -1.90 0.01
H -0.76 2.00 -0.18
H 1.18 -0.49 -1.22
*
```

***

Entry from the OMol25 dataset: an isolated molecule of CH5N2P (wB97M-V/def2-TZVPD).

Summary:
M: 76.0 g mol⁻¹
relative energy (zero: lowest compared OMol25 entry of this formula, charge and spin): 4.1 kcal/mol
structure (SMILES): [H]/N=P/NC
Kohn-Sham gap: 10.0 eV
HOMO energy: -9.34 eV
total energy: -491.9408 Eh

Geometry as ORCA input:
```
! wB97M-V def2-TZVPD RIJCOSX def2/J DEFGRID3
* xyz 0 1
H -1.57 -1.51 -3.04
N -1.53 -1.01 -2.20
P -0.16 -1.00 -1.48
N -0.38 0.03 -0.12
C 0.79 0.21 0.73
H -1.35 0.41 0.01
H 1.78 0.14 0.22
H 0.93 1.26 1.14
H 0.92 -0.48 1.71
*
```

***

Entry from the OMol25 dataset: an isolated molecule of CH5N3 (wB97M-V/def2-TZVPD).

Summary:
M: 59.1 g mol⁻¹
relative energy (zero: lowest compared OMol25 entry of this formula, charge and spin): 41.3 kcal/mol
structure (SMILES): N=C(N)N
Kohn-Sham gap: 9.7 eV
HOMO energy: -8.93 eV
total energy: -205.3252 Eh

Geometry as ORCA input:
```
! wB97M-V def2-TZVPD RIJCOSX def2/J DEFGRID3
* xyz 0 1
N -0.47 -1.37 0.16
C 0.09 -0.18 0.00
N -0.60 0.69 -0.72
N 1.12 0.23 0.85
H -0.98 -1.74 -0.64
H -1.28 0.25 -1.21
H 0.18 1.31 -1.18
H 0.82 1.32 1.11
H 1.13 -0.52 1.64
*
```

***

Entry from the OMol25 dataset: an isolated molecule of CH5N3O (wB97M-V/def2-TZVPD).

Summary:
M: 75.1 g mol⁻¹
relative energy (zero: lowest compared OMol25 entry of this formula, charge and spin): 82.5 kcal/mol
structure (SMILES): [H]/N=[N+](\[O-])CN
Kohn-Sham gap (spin up / spin down): 9.8 / 9.8 eV
HOMO energy (spin up / spin down): -9.79 / -9.79 eV
total energy: -280.4730 Eh

Geometry as ORCA input:
```
! wB97M-V def2-TZVPD RIJCOSX def2/J DEFGRID3
* xyz 0 1
H -0.21 -1.78 -1.84
N -0.68 -1.19 -1.11
N 0.20 -0.66 -0.48
O 1.58 -0.70 -1.04
C -0.02 0.04 0.81
N -0.25 1.46 0.58
H 0.87 -0.03 1.44
H -0.81 -0.47 1.39
H -1.21 1.49 0.19
H 0.55 1.82 0.06
*
```

***

Entry from the OMol25 dataset: an isolated molecule of CH5N3O (wB97M-V/def2-TZVPD).

Summary:
M: 75.1 g mol⁻¹
relative energy (zero: lowest compared OMol25 entry of this formula, charge and spin): 101.3 kcal/mol
structure (SMILES): N/N=C/NO
Kohn-Sham gap: 9.6 eV
HOMO energy: -8.57 eV
total energy: -280.4431 Eh

Geometry as ORCA input:
```
! wB97M-V def2-TZVPD RIJCOSX def2/J DEFGRID3
* xyz 0 1
N -0.06 0.41 2.07
N 0.61 0.27 0.75
C -0.21 -0.07 -0.09
N -0.27 -0.43 -1.52
O 1.00 -0.59 -2.08
H 0.67 0.88 2.60
H -0.96 0.79 2.13
H -1.09 0.26 0.33
H -1.00 -0.01 -2.18
H 1.31 -1.52 -2.02
*
```

***

Entry from the OMol25 dataset: an isolated molecule of CH5N3O (wB97M-V/def2-TZVPD).

Summary:
M: 75.1 g mol⁻¹
relative energy (zero: lowest compared OMol25 entry of this formula, charge and spin): 88.5 kcal/mol
structure (SMILES): NNCN=O
Kohn-Sham gap (spin up / spin down): 8.4 / 8.4 eV
HOMO energy (spin up / spin down): -8.88 / -8.88 eV
total energy: -280.4635 Eh

Geometry as ORCA input:
```
! wB97M-V def2-TZVPD RIJCOSX def2/J DEFGRID3
* xyz 0 1
N -1.29 -0.88 -0.23
N -0.55 0.39 -0.38
C 0.42 0.57 0.70
N 1.69 -0.23 0.42
O 2.38 0.11 -0.58
H -2.29 -0.74 -0.33
H -0.93 -1.57 -0.89
H -0.07 0.54 -1.30
H 0.57 1.65 0.90
H 0.04 0.15 1.68
*
```

***

Entry from the OMol25 dataset: a structure of composition CH5N3O (wB97M-V/def2-TZVPD).

Summary:
M: 75.1 g mol⁻¹
relative energy (zero: lowest compared OMol25 entry of this formula, charge and spin): 117.0 kcal/mol
Kohn-Sham gap: 9.5 eV
HOMO energy: -8.57 eV
total energy: -280.4180 Eh

Geometry as ORCA input:
```
! wB97M-V def2-TZVPD RIJCOSX def2/J DEFGRID3
* xyz 0 1
C 0.17 0.54 -0.02
H -2.27 -1.03 0.72
H -2.40 0.81 -0.16
H -0.08 1.55 0.16
H 2.18 0.98 0.47
H 1.29 -1.57 -0.62
N -1.93 -0.39 -0.18
N -0.57 -0.47 -0.11
N 1.57 0.47 -0.27
O 2.04 -0.89 0.03
*
```

***

Entry from the OMol25 dataset: an isolated molecule of CH5N3O (wB97M-V/def2-TZVPD).

Summary:
M: 75.1 g mol⁻¹
relative energy (zero: lowest compared OMol25 entry of this formula, charge and spin): 98.7 kcal/mol
structure (SMILES): CNNN=O
Kohn-Sham gap: 9.7 eV
HOMO energy: -9.26 eV
total energy: -280.4472 Eh

Geometry as ORCA input:
```
! wB97M-V def2-TZVPD RIJCOSX def2/J DEFGRID3
* xyz 0 1
C 1.30 0.38 -0.22
N 0.19 -0.73 -0.27
N -0.81 0.13 0.22
N -2.00 -0.59 -0.26
O -3.02 0.02 -0.31
H 2.21 -0.18 -0.43
H 1.45 0.93 0.72
H 1.11 1.06 -1.06
H 0.40 -1.47 0.41
H -0.82 0.44 1.20
*
```

***

Entry from the OMol25 dataset: an isolated molecule of CH5N3O2 (wB97M-V/def2-TZVPD).

Summary:
M: 91.1 g mol⁻¹
relative energy (zero: lowest compared OMol25 entry of this formula, charge and spin): 95.3 kcal/mol
structure (SMILES): N=C(NO)NO
Kohn-Sham gap: 10.4 eV
HOMO energy: -9.83 eV
total energy: -355.6724 Eh

Geometry as ORCA input:
```
! wB97M-V def2-TZVPD RIJCOSX def2/J DEFGRID3
* xyz 0 1
N 0.94 1.38 -0.06
C 0.23 0.40 -0.19
N 0.66 -0.96 -0.38
O 2.00 -0.99 0.09
N -1.16 0.42 -0.06
O -1.69 -0.94 0.04
H 0.33 2.14 -0.30
H 0.40 -1.36 0.53
H 2.23 -0.12 0.14
H -1.59 0.84 0.92
H -2.35 -0.81 -0.74
*
```

***

Entry from the OMol25 dataset: a cluster of 2 separate species, CH5N3O3S in total (wB97M-V/def2-TZVPD).

Summary:
M: 139.1 g mol⁻¹
relative energy (zero: lowest compared OMol25 entry of this formula, charge and spin): 35.6 kcal/mol
Kohn-Sham gap (spin up / spin down): 5.6 / 6.8 eV
HOMO energy (spin up / spin down): -5.09 / -9.38 eV
total energy: -828.9503 Eh

Geometry as ORCA input:
```
! wB97M-V def2-TZVPD RIJCOSX def2/J DEFGRID3
* xyz 0 3
C 0.13 0.66 1.58
N 0.51 1.78 1.90
N -0.57 -0.33 1.92
N 1.03 0.30 -0.42
O -1.41 0.22 -1.03
O 0.42 -1.17 -2.21
O -0.59 -1.52 1.21
S 0.10 0.35 -1.66
H 0.15 2.65 1.39
H -1.70 -0.45 -0.32
H -0.25 -1.48 -2.84
H 1.90 0.92 -0.44
H 0.28 -1.92 0.92
*
```

***

Entry from the OMol25 dataset: a cluster of 2 separate species, CH5N3OP in total (wB97M-V/def2-TZVPD).

Summary:
M: 106.0 g mol⁻¹
relative energy (zero: lowest compared OMol25 entry of this formula, charge and spin): 56.3 kcal/mol
Kohn-Sham gap: 10.4 eV
HOMO energy: -15.46 eV
total energy: -621.6705 Eh

Geometry as ORCA input:
```
! wB97M-V def2-TZVPD RIJCOSX def2/J DEFGRID3
* xyz 1 1
C -0.54 0.10 -0.04
N -1.48 -0.77 0.04
N -0.68 1.43 -0.12
N 0.74 -0.36 0.04
O 3.17 -0.73 -0.10
P 2.30 0.39 0.12
H -2.39 -0.39 -0.05
H -1.10 -1.65 -0.06
H -1.62 1.67 0.18
H 0.12 1.99 0.21
H 1.47 -1.68 -0.23
*
```

***

Entry from the OMol25 dataset: a structure of composition CH5N3OS (wB97M-V/def2-TZVPD).

Summary:
M: 107.1 g mol⁻¹
relative energy (zero: lowest compared OMol25 entry of this formula, charge and spin): 79.6 kcal/mol
Kohn-Sham gap: 9.7 eV
HOMO energy: -9.40 eV
total energy: -678.6491 Eh

Geometry as ORCA input:
```
! wB97M-V def2-TZVPD RIJCOSX def2/J DEFGRID3
* xyz 0 1
C 0.01 0.39 0.03
H -2.45 0.63 -0.66
H -0.60 -1.36 -0.76
H 0.57 2.13 -0.26
H 1.93 0.62 0.98
H 1.03 -1.79 0.66
N -0.83 -0.73 0.02
N -0.36 1.64 0.02
N 1.40 0.16 -0.03
O 1.80 -1.21 -0.08
S -2.51 -0.47 0.08
*
```

***

Entry from the OMol25 dataset: an isolated molecule of CH5N3OS (wB97M-V/def2-TZVPD).

Summary:
M: 107.1 g mol⁻¹
relative energy (zero: lowest compared OMol25 entry of this formula, charge and spin): 59.0 kcal/mol
structure (SMILES): [H]/N=C(\NO)NS
Kohn-Sham gap: 10.1 eV
HOMO energy: -9.57 eV
total energy: -678.6820 Eh

Geometry as ORCA input:
```
! wB97M-V def2-TZVPD RIJCOSX def2/J DEFGRID3
* xyz 0 1
H -0.79 2.12 -0.20
N 0.12 1.60 -0.30
C -0.06 0.37 -0.02
N -1.34 -0.11 0.37
O -1.43 -1.28 -0.35
N 0.88 -0.70 0.10
S 2.53 -0.35 -0.19
H -1.91 0.72 0.01
H -1.19 -1.07 -1.23
H 0.55 -1.54 0.66
H 2.63 0.23 1.14
*
```

***

Entry from the OMol25 dataset: a structure of composition CH5N3OS (wB97M-V/def2-TZVPD).

Summary:
M: 107.1 g mol⁻¹
relative energy (zero: lowest compared OMol25 entry of this formula, charge and spin): 69.7 kcal/mol
Kohn-Sham gap (spin up / spin down): 7.9 / 8.1 eV
HOMO energy (spin up / spin down): -7.80 / -7.99 eV
total energy: -678.6648 Eh

Geometry as ORCA input:
```
! wB97M-V def2-TZVPD RIJCOSX def2/J DEFGRID3
* xyz 0 1
C -0.18 0.56 -0.87
N -1.02 -0.51 -0.68
N 0.43 1.09 0.39
N -0.34 -1.39 0.02
O 1.92 -0.43 1.85
S 0.58 0.00 1.64
H 0.66 0.16 -1.57
H -0.64 1.36 -1.36
H -1.92 -0.23 -0.38
H 1.33 1.34 0.29
H -0.83 -1.94 0.67
*
```

***

Entry from the OMol25 dataset: an isolated molecule of CH5N3S (wB97M-V/def2-TZVPD).

Summary:
M: 91.1 g mol⁻¹
relative energy (zero: lowest compared OMol25 entry of this formula, charge and spin): 50.2 kcal/mol
structure (SMILES): CS/N=N/N
Kohn-Sham gap: 9.0 eV
HOMO energy: -7.90 eV
total energy: -603.4659 Eh

Geometry as ORCA input:
```
! wB97M-V def2-TZVPD RIJCOSX def2/J DEFGRID3
* xyz 0 1
C -1.94 -0.52 -0.03
S -1.22 1.19 -0.29
N 0.42 1.09 -0.17
N 1.00 -0.03 0.01
N 2.26 0.11 0.23
H -2.38 -0.90 -1.00
H -2.67 -0.42 0.81
H -0.93 -0.90 0.23
H 2.83 -0.69 0.12
H 2.63 1.07 0.10
*
```

***

Entry from the OMol25 dataset: a cluster of 2 separate species, CH5N4 in total (wB97M-V/def2-TZVPD).

Summary:
M: 73.1 g mol⁻¹
relative energy (zero: lowest compared OMol25 entry of this formula, charge and spin): 136.3 kcal/mol
Kohn-Sham gap: 8.5 eV
HOMO energy: -14.59 eV
total energy: -259.5944 Eh

Geometry as ORCA input:
```
! wB97M-V def2-TZVPD RIJCOSX def2/J DEFGRID3
* xyz 1 1
C -0.15 0.81 -0.05
N -0.12 1.62 0.93
N 1.15 1.04 0.31
N 0.00 -1.76 -0.09
N -0.77 -1.18 -0.83
H -0.46 2.45 1.41
H 1.67 0.43 0.95
H 0.91 -1.84 -0.47
H -1.61 -0.83 -0.38
H -0.61 -0.74 -1.78
*
```